ORCA calculation (the ωB97M-V functional and the def2-TZVPD basis) on a gas-phase ion, C5H15N2S (charge +1).

Last columns: bonded neighbours and bond lengths (Å).
CARTESIAN COORDINATES (ANGSTROEM)
1 S -1.5010 2.1452 1.6363  C6 1.828, H10 1.338
2 N 0.3921 1.4257 -0.5755  C4 1.537, H11 1.021, H13 1.012, H19 1.019
3 N 0.7115 -1.6548 0.0663  C7 1.492, C8 1.445, H12 1.013
4 C 0.7523 0.7246 0.7440  N2 1.537, C6 1.511, C8 1.522, H20 1.079
5 C -0.8980 -1.3541 -1.9816  C7 1.528, H18 1.077, H21 1.083, H23 1.098
6 C 0.2532 1.6641 1.8168  S1 1.828, C4 1.511, H14 1.092, H16 1.090
7 C 0.3375 -1.9836 -1.3404  N3 1.492, C5 1.528, H15 1.087, H22 1.090
8 C 0.0409 -0.6189 0.8175  N3 1.445, C4 1.522, H9 1.089, H17 1.103
9 H 0.1569 -0.9178 1.8586  C8 1.089
10 H -1.3965 3.2194 2.4267  S1 1.338
11 H 0.5017 2.4398 -0.5259  N2 1.021
12 H 0.6454 -2.4860 0.6419  N3 1.013
13 H -0.5855 1.2435 -0.7606  N2 1.012
14 H 0.3313 1.1883 2.7962  C6 1.092
15 H 1.2088 -1.7220 -1.9347  C7 1.087
16 H 0.8852 2.5353 1.9884  C6 1.090
17 H -1.0600 -0.5751 0.7669  C8 1.103
18 H -1.2845 -0.5155 -1.4264  C5 1.077
19 H 0.8947 1.0517 -1.3798  N2 1.019
20 H 1.8140 0.5312 0.7447  C4 1.079
21 H -0.7279 -1.2123 -3.0419  C5 1.083
22 H 0.2690 -3.0711 -1.3464  C7 1.090
23 H -1.7413 -2.0576 -1.9912  C5 1.098

For the LUMO energy, the calculation gives -0.118 hartree. Its relative energy (zero: lowest compared OMol25 entry of this formula, charge and spin) is 123.8 kJ/mol. The total energy comes out at -706.92946 hartree. The value obtained for the HOMO-LUMO gap is 9.624 eV. Its net charge is +1. As for the HOMO energy: -12.8415 eV. Its structure (SMILES) is CCNC[C@@H]([NH3+])CS.